Entry 1:
144
Properties=species:S:1:pos:R:3:forces:R:3:lowdin_charge:R:1 method="wB97M-V/def2-TZVPD" e_homo_ev=-9.05 orbital_gap_ev=8.35 spin_multiplicity=1
Cl -7.45381 -0.84598 1.66609 -0.24 -0.20 0.51 0.55
Cl 0.36191 -5.78536 -2.91076 0.20 -0.13 0.24 0.50
Cl -3.45196 -3.56699 -6.11588 0.06 -0.36 -0.29 0.57
Cl 6.11597 5.18400 1.67968 0.01 0.13 0.15 0.50
Cl 0.85111 2.46429 4.36168 -0.03 0.24 0.43 0.57
Cl -6.41183 8.56107 -3.31937 -0.20 -0.02 -0.08 0.50
Cl 1.07724 6.49014 -6.86432 0.08 -0.03 -0.16 0.50
Cl -1.53557 8.58607 -1.46005 0.12 0.21 0.04 0.51
Cl 8.89972 2.88716 6.70156 -0.19 0.03 0.14 0.52
Cl -4.53718 -6.24271 -5.73312 0.17 0.13 -0.02 0.53
Cl 3.28822 4.37282 -4.47622 -0.11 -0.11 0.25 0.52
Cl -7.05565 7.19213 -5.80838 -0.09 0.09 0.19 0.52
Cl 0.02244 9.15408 -3.85454 -0.17 0.08 0.14 0.51
Cl 2.91688 4.38262 3.62943 -0.08 -0.09 0.18 0.51
Cl 6.68724 -11.10725 3.07474 -0.20 -0.04 0.04 0.51
Cl 2.85538 4.51802 -8.06102 -0.10 0.20 -0.07 0.51
Cl -8.28165 6.32784 -3.31177 -0.07 0.22 -0.14 0.50
Cl 6.67669 1.31264 7.73216 0.04 0.21 0.00 0.52
Cl -4.25319 -2.64467 -2.55461 -0.01 2.17 -0.75 0.45
Cl 11.32613 5.52620 0.21109 0.05 -0.22 -0.04 0.51
Cl 4.19743 -9.77062 3.78036 -0.18 -0.61 -0.10 0.50
Cl 6.11727 1.30108 -0.42347 0.44 -0.19 0.10 0.51
Cl -7.37546 -2.72517 -3.79988 -0.40 -0.10 0.17 0.54
Cl 13.81594 4.18957 -0.49452 -0.21 -0.06 0.04 0.52
Cl 6.19102 -7.47646 4.32927 0.27 0.53 -0.19 0.50
Cl -3.34884 6.57095 -3.56012 -0.07 -0.24 0.10 0.49
Cl 7.65704 -4.96953 4.10623 -0.11 -0.05 -0.12 0.52
Cl 7.48938 7.70529 2.17004 -0.15 -0.14 0.11 0.52
Cl 3.07845 -6.82431 -2.75400 -0.13 0.02 0.14 0.52
Cl -0.06955 11.09301 -1.68308 -0.16 -0.15 -0.12 0.52
Cl 6.18318 3.92612 6.54479 0.33 0.02 0.20 0.48
Cl 0.85542 -8.39884 -1.72340 0.07 0.20 0.04 0.53
Cl 3.44905 2.37969 5.67593 -0.41 0.07 -0.15 0.50
Cl -10.10886 -2.02435 -3.07843 0.17 -0.05 0.13 0.53
Cl 3.53357 7.34841 -8.17329 -0.18 -0.13 -0.03 0.52
Cl -5.29374 4.98363 -2.08333 0.31 0.48 -0.23 0.56
Cl 8.82391 2.20083 -1.01350 -0.10 -0.09 0.01 0.52
Cl -7.88095 -1.01584 -1.49634 -0.15 -0.11 -0.08 0.54
Cl 7.74903 -6.90846 1.93478 -0.15 0.08 0.11 0.52
Cl -2.77345 -5.08535 -3.72478 0.11 -0.45 -0.61 0.47
Cl -2.45932 4.33269 -1.92224 -0.09 0.14 0.06 0.55
Cl 7.27570 0.80851 -3.05008 0.12 -0.05 0.21 0.52
Cl 1.34332 2.78551 -2.99943 -0.06 0.11 0.00 0.56
Cl -1.25598 -1.87898 -2.85340 -0.71 1.84 -0.49 0.51
Cl 4.17774 2.13457 -2.83834 -0.43 0.42 -0.15 0.53
Cl 12.20369 3.19264 1.71692 -0.04 0.05 -0.22 0.51
Cl -8.61224 -0.35341 4.29270 0.18 -0.07 -0.07 0.53
Cl 5.07499 -12.10418 5.28618 -0.03 0.06 -0.20 0.52
Cl -5.90560 0.54634 3.70266 -0.15 -0.13 0.06 0.57
Cl 4.61484 7.50589 2.59542 0.15 -0.09 0.05 0.50
F 0.75740 -3.97974 3.73566 0.18 -5.11 -0.91 0.03
F -3.07655 -4.65226 0.26314 1.37 -0.65 4.48 0.01
F 1.95742 -6.31515 1.37961 0.87 1.29 5.20 0.05
F 0.94570 -5.98006 5.01708 -0.37 1.73 -4.64 0.03
F -2.09579 -3.27465 3.71884 -1.90 -1.25 -3.44 0.01
F -1.20914 -6.62163 0.65563 0.25 3.69 3.14 0.01
F -0.28988 -4.45547 1.03340 -2.39 -3.23 2.39 0.04
F -0.28573 -7.58642 2.79041 -0.95 4.71 0.88 0.03
F 3.28689 -5.05467 3.06369 -4.03 -3.40 -1.40 0.04
F 2.55167 -7.28541 3.53315 -1.29 4.41 -3.04 -0.01
F -1.54700 -6.12134 4.18363 2.76 0.25 -4.14 0.06
F -4.28855 -3.27260 2.78129 3.98 -0.69 -0.77 -0.02
F -3.70915 -5.84760 2.22123 3.86 2.95 -1.51 0.02
O -2.35361 0.03874 -0.87887 -1.50 1.17 0.03 -0.22
O -5.54940 1.33945 0.57568 -0.08 -1.00 -2.48 -0.31
O 2.14740 0.17150 -1.04543 -0.33 1.28 1.19 -0.18
N -1.07734 1.26207 1.63701 -0.84 -1.76 0.29 -0.06
C -7.12223 -0.70598 3.40103 0.01 -0.10 -0.05 -1.49
C -5.96072 2.11250 -0.61408 0.89 1.86 -0.07 -0.14
C -3.14553 -5.18197 -5.45444 0.14 -0.24 0.30 -1.49
C 2.21453 6.16539 -8.18364 -0.02 0.00 -0.07 -1.54
C -2.50868 0.69778 -2.18477 1.69 -0.33 -0.14 -0.19
C 2.99007 3.43951 -2.99988 0.40 0.08 -0.04 -1.49
C -2.82410 -3.41701 2.43806 -1.37 2.17 0.76 -0.18
C -8.48404 -2.37254 -2.46340 0.02 -0.16 -0.13 -1.49
C -2.56673 -0.79092 2.44814 -0.43 0.33 0.99 -0.14
C -4.74931 0.16569 0.19382 0.56 -0.56 0.31 -0.18
C 2.57834 0.46122 0.33083 0.58 2.05 0.83 -0.25
C 1.43172 1.14338 1.28274 -0.68 0.01 0.65 -0.18
C 2.21877 3.42640 4.94767 0.10 0.04 0.09 -1.50
C -3.16658 0.66975 0.17085 -0.52 1.65 0.09 -0.19
C -7.67289 7.71440 -4.23174 -0.04 0.00 -0.02 -1.53
C -2.67647 -4.87289 1.70419 -2.60 -0.61 -1.53 -0.08
C -3.64700 5.63763 -2.08378 0.00 0.12 -0.07 -1.51
C -2.45995 -2.11916 1.49869 0.16 0.15 0.12 -0.06
C 7.31579 2.94790 7.49337 0.10 0.06 0.05 -1.53
C -0.97412 9.85138 -2.56608 -0.01 0.06 -0.11 -1.53
C 1.49452 -6.76358 -1.96219 -0.03 0.09 0.02 -1.54
C -3.85354 -1.19181 -3.69471 0.20 0.43 -2.06 -0.64
C 12.17054 3.97084 0.12542 -0.02 -0.01 -0.02 -1.55
C 2.15473 -6.01615 2.81572 2.54 -1.29 0.72 -0.11
C 0.01365 0.25831 1.35344 2.43 0.62 -0.02 -0.21
C 6.16236 6.64690 2.67832 0.06 -0.04 0.04 -1.54
C 6.75248 -6.21116 3.22324 -0.05 -0.02 0.09 -1.53
C -0.60166 -6.13069 3.04502 0.36 -2.37 1.89 -0.09
C 0.80952 -5.47447 3.59925 -0.09 1.01 3.30 -0.07
C -5.11946 -0.15041 -3.86465 -0.42 -0.69 0.11 -0.15
C -1.16017 -5.48676 1.65250 -0.46 -1.16 -3.22 -0.08
C -2.42257 -0.47176 -3.33219 -0.95 -0.03 -0.34 -0.54
C 7.60728 0.94850 -1.31514 -0.02 -0.11 0.03 -1.51
C -2.46147 0.64776 1.67629 -1.18 0.16 -0.18 -0.24
C 5.04183 -11.32597 3.69469 -0.07 -0.03 -0.05 -1.52
H -8.50138 8.40751 -4.39864 0.30 -0.25 0.06 0.02
H 6.33646 6.35028 3.71579 -0.06 0.09 -0.36 0.01
H 7.43837 3.41626 8.47330 -0.05 -0.17 -0.35 0.02
H -1.37400 -2.13866 1.04610 -2.15 -0.43 1.03 0.13
H -0.94161 1.70880 2.57276 0.14 -0.68 -1.21 0.06
H 1.85291 4.11332 5.71510 0.11 -0.25 -0.28 0.02
H -1.98751 -0.04479 -4.34607 -0.97 -0.78 2.21 0.13
H -4.95721 -0.66618 1.00670 0.66 1.82 -1.59 0.08
H -3.12406 1.40708 2.31871 1.28 -1.67 -1.52 0.16
H -5.40398 3.16342 -0.52931 -1.29 -2.45 -0.13 0.02
H 1.16160 2.25928 0.95838 0.57 -2.47 0.38 0.12
H 3.09504 4.10884 -2.14220 -0.08 -0.23 -0.28 0.03
H 1.67769 6.25643 -9.13135 0.19 -0.03 0.34 0.02
H 0.19908 -0.52577 2.22285 -0.60 1.33 -1.75 0.12
H 1.61709 -6.29522 -0.98225 -0.06 -0.17 -0.38 -0.01
H 11.62614 3.32095 -0.56445 0.20 0.22 0.24 -0.01
H 3.03053 -0.44703 0.91382 -1.06 1.29 -1.73 0.13
H 8.00211 -0.00746 -0.96173 -0.14 0.35 -0.13 0.02
H -1.55588 1.38895 -2.33102 -1.88 -1.29 0.24 0.12
H -5.58310 1.64736 -1.63524 -1.06 0.71 2.15 0.08
H -8.54074 -3.25501 -1.82100 0.04 0.32 -0.21 0.03
H -1.84831 10.32192 -3.02327 0.30 -0.18 0.17 0.02
H 5.87828 -5.74061 2.76605 0.31 -0.16 0.17 0.00
H -3.19654 -2.11651 0.57096 1.44 0.00 2.11 0.13
H -5.80266 -0.46826 -4.78528 1.64 0.59 2.00 0.08
H 4.49744 -11.97587 3.00482 0.20 0.23 0.25 0.02
H -5.08355 -0.32196 -0.84301 0.84 1.24 2.11 0.09
H -3.58809 -0.78487 3.06604 2.20 -0.21 -1.56 0.08
H -4.77076 0.95795 -4.06064 -0.61 -2.24 0.59 0.09
H -1.71471 -0.78220 3.28421 -1.80 -0.25 -1.94 0.13
H -3.54203 6.30697 -1.22610 -0.04 -0.22 -0.28 0.00
H 3.45634 1.26442 0.24142 -1.70 -1.65 0.41 0.07
H -3.44479 1.39672 -2.25607 1.54 -1.66 0.05 0.10
H -3.22448 1.82822 -0.11438 0.08 -2.33 0.80 0.14
H 1.83832 1.03453 -1.48825 0.75 -1.85 1.27 0.00
H -2.28017 -5.60664 -5.96967 -0.31 0.18 0.14 0.02
H -6.72740 -1.66194 3.75443 -0.12 0.32 -0.13 0.02
H 1.77490 1.24159 2.42123 -0.20 -0.33 -2.81 0.05
H -3.70565 -1.69420 -4.76689 -0.20 1.08 2.83 0.01
H -5.79633 -0.27633 -2.90863 1.43 0.69 -2.00 0.00
H -7.11581 2.37375 -0.62596 2.29 -1.00 0.09 0.11
H -0.05985 -0.28719 0.32092 -0.47 1.15 1.98 0.12



Entry 2:
84
Properties=species:S:1:pos:R:3:forces:R:3:lowdin_charge:R:1 method="wB97M-V/def2-TZVPD" e_homo_ev=-3.53 total_charge=-1 orbital_gap_ev=5.59 e_above_lowest_kcal_mol=5.89 spin_multiplicity=1
Rb 0.05186 0.57883 -0.43822 0.11 0.20 -0.03 0.79
Si -3.81358 0.93332 0.19852 -0.11 0.41 -0.02 0.50
Si 7.05608 0.64152 -0.30626 0.16 0.11 -0.03 0.52
N -2.32577 -1.27423 -0.88672 -0.04 -0.06 -0.11 -0.26
N 2.87486 1.23739 -0.05002 -0.27 0.00 0.17 -0.03
N 2.30055 -1.43990 -0.42681 -0.16 -0.30 -0.05 0.06
N 4.76596 0.61633 1.47095 -0.05 0.00 -0.08 0.20
C 1.85269 -2.69767 -0.37635 -0.02 0.01 -0.08 -0.16
C -4.58163 -0.97789 3.84949 -0.01 0.00 -0.02 -0.10
C -6.50005 0.78814 -1.02499 0.06 -0.03 -0.04 -0.11
C 8.04453 -0.45426 0.85505 0.00 -0.02 -0.06 -0.19
C -3.26402 -3.93664 -0.90000 -0.01 0.01 0.04 -0.19
C 3.83718 0.29909 0.27332 0.00 0.07 0.00 -0.45
C -7.67505 2.48834 0.80719 0.01 -0.04 -0.06 -0.10
C -2.59949 2.18851 -0.12369 -0.05 -0.19 0.01 -0.35
C -2.62720 0.68195 2.80514 0.02 -0.02 0.04 -0.10
C -4.69808 -0.47924 2.55834 0.01 -0.02 0.05 -0.11
C -5.70567 1.29047 0.00772 0.08 -0.12 -0.03 -0.23
C 5.29873 0.54516 0.33108 0.00 -0.19 0.06 -0.27
C 7.15740 -0.06647 -2.04066 -0.03 -0.01 0.08 -0.18
C -3.62757 -0.58999 -0.94171 0.12 -0.06 -0.13 -0.25
C 3.37115 -1.12645 0.30108 0.23 0.26 0.16 -0.20
C -6.33391 2.15017 0.91323 0.04 0.05 0.09 -0.11
C 2.41482 -3.69945 0.38981 0.03 0.04 0.01 -0.08
C 3.16110 2.32835 -0.78097 -0.04 -0.01 -0.06 -0.34
C -2.16291 -3.58829 0.09588 0.00 0.03 -0.07 -0.18
C -2.98191 -3.27178 -2.25769 0.01 0.00 -0.01 -0.17
C 2.41289 4.57051 -1.45715 0.04 -0.07 0.03 -0.12
C 4.00698 -2.07689 1.11263 0.05 -0.08 -0.02 -0.02
C 3.52586 -3.36760 1.15957 -0.06 0.01 -0.05 -0.07
C 2.23205 3.41249 -0.73756 0.13 -0.17 -0.11 -0.07
C 4.43978 3.69192 -2.36515 0.00 -0.05 0.01 -0.14
C 4.26140 2.50851 -1.66061 -0.02 0.02 -0.01 -0.06
C -3.71813 0.34733 2.00201 -0.04 0.00 0.05 -0.26
C -8.44159 1.97004 -0.23151 0.08 -0.01 0.03 -0.12
C -3.47882 -0.64317 4.62465 0.02 0.01 0.00 -0.11
C -2.13159 -2.07221 0.33000 0.03 -0.15 0.23 -0.20
C 7.68918 2.40094 -0.22052 -0.11 -0.04 -0.11 -0.17
C 3.53841 4.74090 -2.26921 0.00 0.09 -0.06 -0.15
C -2.50494 0.19697 4.10177 0.00 0.00 0.02 -0.09
C -7.84389 1.11895 -1.14967 -0.11 0.03 0.00 -0.11
C -2.05149 -2.06224 -2.08204 0.00 0.00 0.04 -0.22
H -2.11489 -1.40834 -2.95442 0.03 0.02 0.00 0.12
H -4.47010 -1.28888 -0.80436 0.01 -0.03 -0.01 0.08
H -5.35131 -1.62523 4.25423 0.00 0.00 0.00 0.09
H 9.10392 -0.45187 0.58566 0.00 0.00 0.01 0.03
H 1.98782 -4.69307 0.38849 0.02 -0.01 0.02 0.10
H -1.19483 -1.80659 0.84246 0.04 0.01 -0.09 0.10
H -3.72516 -0.19258 -1.96064 -0.06 0.02 0.02 0.09
H 8.74277 2.46563 -0.50310 0.00 -0.03 0.01 0.03
H -4.21589 -3.57536 -0.50058 0.00 -0.01 0.00 0.10
H 1.36614 3.27090 -0.10479 -0.08 0.19 0.11 0.08
H 7.10594 3.03337 -0.89260 0.02 0.02 0.01 0.02
H -2.50876 -3.98058 -2.94364 -0.01 0.00 -0.01 0.10
H 3.68277 5.65595 -2.82951 0.02 -0.01 0.00 0.08
H 0.98178 -2.91228 -0.99072 0.00 0.00 0.01 0.09
H 8.19682 -0.10821 -2.37525 0.01 0.00 0.02 0.03
H 7.95242 -0.11377 1.88790 -0.02 0.04 -0.01 0.03
H -3.91900 -2.95976 -2.72268 0.01 0.00 -0.02 0.10
H -1.01357 -2.40944 -2.02475 -0.01 0.01 -0.04 0.10
H -1.20167 -3.94590 -0.28896 0.01 0.01 0.03 0.10
H -2.91999 -1.82153 1.03779 -0.03 0.01 -0.02 0.10
H -2.56367 2.57771 -1.14490 0.00 0.02 0.01 -0.07
H 4.85416 -1.78234 1.71420 0.00 0.02 -0.01 0.10
H -3.38324 -1.02960 5.63244 0.00 0.00 0.00 0.09
H 6.59253 0.51353 -2.77098 0.00 0.04 0.02 0.02
H -1.86132 1.33471 2.39925 -0.01 0.00 -0.03 0.09
H 5.29725 3.77848 -3.02683 -0.01 0.02 -0.01 0.09
H 6.76169 -1.08505 -2.05031 0.00 0.00 0.00 0.03
H -5.74867 2.56770 1.72806 -0.02 0.01 0.00 0.10
H -9.48970 2.22877 -0.32131 0.00 0.00 -0.01 0.09
H -2.51210 2.99283 0.60882 -0.01 0.01 0.00 -0.06
H -8.12327 3.15808 1.53192 -0.01 0.00 0.00 0.09
H -1.64729 0.47433 4.70365 0.00 -0.01 0.00 0.10
H 4.00250 -4.10482 1.79401 -0.01 -0.01 0.00 0.10
H 7.57308 2.80466 0.78648 0.01 -0.04 0.03 0.04
H -8.42608 0.70729 -1.96685 -0.01 0.01 0.01 0.09
H 4.92615 1.67861 -1.85174 0.04 -0.02 0.02 0.06
H 1.67321 5.36033 -1.38517 0.00 0.00 0.00 0.09
H -6.06788 0.12019 -1.76345 -0.01 0.01 0.02 0.08
H -3.35954 -5.01828 -1.01322 -0.02 0.00 0.01 0.10
H 7.68697 -1.48581 0.81315 0.00 0.00 -0.01 0.03
H -2.32357 -4.08710 1.05346 0.02 -0.02 0.00 0.11
H -5.57266 -0.73845 1.96878 0.00 0.00 -0.01 0.10